The following is a DFT calculation (ωB97M-V/def2-TZVPD) of C19H23NO in the gas phase.

ORCA input file:
```
! wB97M-V def2-TZVPD RIJCOSX def2/J DEFGRID3
* xyz 0 1
C -2.520 0.313 -2.870
C -1.408 -0.619 -3.083
C -1.978 -2.118 -3.141
C -0.512 -2.950 -3.433
C 0.565 -2.565 -2.444
N 0.797 -1.340 -2.252
C 2.031 -1.055 -1.482
C 1.611 -0.975 -0.040
C 2.097 -2.171 0.550
C 1.734 -2.214 1.912
C 1.349 -1.256 2.586
C 0.913 -0.158 2.106
O 0.731 0.907 2.725
C -0.167 1.858 2.311
C -0.032 3.213 2.674
C -1.100 3.946 2.494
C -1.992 3.900 1.411
C -2.228 2.659 0.768
C -1.164 1.505 1.454
C 1.387 0.041 0.756
C -0.346 -0.530 -2.024
H -2.310 1.388 -2.763
H -2.992 0.050 -1.731
H -3.402 0.126 -3.764
H -0.922 -0.432 -4.193
H -2.406 -2.153 -3.989
H -1.991 -2.396 -2.356
H -0.005 -2.789 -4.296
H -0.571 -4.134 -3.347
H 1.324 -3.315 -2.305
H 0.320 -2.803 -1.362
H 2.232 0.168 -1.809
H 3.023 -1.565 -1.704
H 2.513 -3.063 0.251
H 2.141 -3.257 2.447
H 1.001 -1.458 3.768
H 0.589 3.418 3.556
H -1.075 5.091 2.702
H -2.614 4.554 1.049
H -2.819 2.397 0.086
H -1.285 0.586 0.842
H 1.022 1.031 0.152
H -0.036 0.664 -2.040
H -0.585 -0.778 -1.000
*
```

Its energy above the lowest of the compared OMol25 structures with the same formula, charge and spin is 397.7 kcal/mol. Its structure (SMILES) is C[C@@H]1CCCN(Cc2cccc(Oc3ccccc3)c2)C1.